(1)
The following is a DFT calculation (ωB97M-V/def2-TZVPD) of an isolated molecule of C27H23N3O3.

XYZ file:
```
56
Properties=species:S:1:pos:R:3:forces:R:3:lowdin_charge:R:1
C -5.514679 -0.239376 -1.429697 -0.164 0.028 -0.122 -0.078
O -4.540332 -0.474979 -0.440438 0.234 -0.055 0.202 -0.079
C -3.256232 -0.099787 -0.687090 0.348 0.120 0.046 -0.219
C -2.824336 0.534471 -1.844600 -0.393 -0.106 -0.037 -0.003
C -1.485860 0.852987 -2.013091 0.307 -0.085 0.168 -0.030
C -0.571928 0.583254 -1.013019 -0.101 -0.114 -0.199 -0.190
C 0.910866 0.825131 -1.161963 -0.149 -0.114 -0.520 -0.232
N 1.561513 -0.460698 -1.048670 -0.154 -0.120 0.040 0.103
C 2.909847 -0.520697 -0.825047 0.275 0.206 0.120 -0.203
C 3.667018 -1.646072 -1.146787 0.013 -0.071 -0.046 -0.027
C 5.021337 -1.665352 -0.879913 -0.116 0.007 -0.026 -0.086
C 5.643290 -0.573923 -0.287492 0.157 0.079 0.079 -0.091
C 4.893274 0.530494 0.064766 -0.083 -0.030 -0.054 -0.013
C 3.527822 0.567017 -0.194139 0.139 -0.242 -0.169 -0.068
C 2.714115 1.692691 0.304304 0.059 0.145 0.048 -0.375
O 3.152602 2.539997 1.058626 0.148 -0.004 0.017 0.084
N 1.400702 1.694752 -0.102576 -0.123 -0.090 0.150 0.067
C 0.519812 2.686107 0.395223 -0.084 0.499 0.206 -0.215
C -0.205971 3.491022 -0.474801 0.225 -0.050 0.101 -0.014
C -1.079203 4.438405 0.026469 -0.092 0.072 -0.006 -0.077
C -1.225685 4.599431 1.393396 -0.068 0.087 -0.018 -0.093
C -0.490710 3.808656 2.260039 -0.013 -0.040 0.050 -0.073
C 0.375575 2.850907 1.767064 -0.016 -0.027 -0.100 -0.008
C -1.010675 -0.024029 0.157083 -0.270 0.134 -0.146 0.031
C -2.326356 -0.397635 0.321862 -0.103 0.133 0.049 -0.110
C -2.771535 -1.173461 1.533898 -0.534 0.069 -0.236 -0.114
O -1.695289 -1.763249 2.240841 0.249 0.058 0.201 -0.013
C -0.937529 -2.642198 1.561053 0.336 -0.509 -0.314 -0.360
C 0.221311 -3.121641 2.186847 -0.167 0.131 -0.012 0.014
C 1.028175 -3.986211 1.481997 -0.141 0.094 -0.027 -0.067
C 0.660739 -4.358163 0.191841 0.025 -0.018 -0.058 -0.085
C -0.514600 -3.846278 -0.319465 0.251 -0.223 -0.145 -0.140
N -1.297764 -3.005692 0.340932 -0.399 0.266 0.516 0.147
H -5.631399 0.829881 -1.632045 0.026 -0.041 0.000 0.096
H -6.445418 -0.631176 -1.022668 0.038 0.043 -0.076 0.094
H -5.277913 -0.764002 -2.360493 0.012 0.030 0.033 0.097
H -3.517474 0.768070 -2.636762 -0.103 -0.001 -0.055 0.103
H -1.163943 1.312187 -2.936602 0.052 0.081 -0.096 0.115
H 1.127287 1.286415 -2.152744 -0.115 -0.114 0.277 0.162
H 1.131709 -1.214513 -1.561630 0.010 0.074 0.018 0.145
H 3.181225 -2.494855 -1.607065 -0.035 -0.092 -0.056 0.105
H 5.601606 -2.538485 -1.141005 0.036 -0.072 -0.027 0.103
H 6.704031 -0.596749 -0.091123 0.086 0.006 0.023 0.098
H 5.338711 1.382232 0.555979 0.023 0.068 0.056 0.119
H -0.081042 3.385233 -1.541412 0.020 -0.025 -0.104 0.114
H -1.640492 5.060110 -0.655748 -0.048 0.041 -0.052 0.102
H -1.905995 5.343071 1.781120 -0.052 0.059 0.031 0.099
H -0.596823 3.933340 3.327428 -0.001 0.005 0.090 0.103
H 0.950260 2.233865 2.439161 0.061 -0.061 0.045 0.121
H -0.291970 -0.229050 0.935532 0.070 -0.076 0.089 0.135
H -3.261171 -0.517188 2.259187 0.031 -0.134 -0.073 0.144
H -3.482585 -1.943411 1.213098 0.096 0.125 0.120 0.131
H 0.455330 -2.796858 3.187165 0.046 0.040 0.115 0.117
H 1.937193 -4.366989 1.923838 0.058 -0.012 0.052 0.108
H 1.271988 -5.029770 -0.389671 0.025 -0.066 -0.074 0.096
H -0.862452 -4.107266 -1.311018 0.065 -0.106 -0.093 0.107
```
Forces are in eV/Å.

ΔE to the lowest compared entry with this formula, charge and spin in kcal per mole: 2.85
M in g mol⁻¹: 437.499
Charge: 0
HOMO-LUMO gap in hartree: 0.319
Structure (SMILES): COc1ccc([C@@H]2Nc3ccccc3C(=O)N2c2ccccc2)cc1COc1ccccn1
Spin multiplicity: 1


(2)
The following is a DFT calculation (ωB97M-V/def2-TZVPD) of a cluster of 2 separate species, C6H16N in total.

XYZ file:
```
23
Properties=species:S:1:pos:R:3:forces:R:3:lowdin_charge:R:1
C 2.739034 0.526963 1.465248 -0.593 0.052 0.173 0.015
C 2.094476 -1.150236 -0.171943 0.266 0.075 -0.158 0.180
N 1.984112 0.014868 0.319671 -0.497 -0.720 0.474 0.009
H 2.017595 0.715504 2.259457 0.027 0.098 0.027 0.108
H 3.201507 1.465854 1.182217 0.219 -0.015 -0.005 0.113
H 3.439878 -0.222263 1.807556 0.273 0.014 -0.123 0.105
H 2.794547 -1.862844 0.246792 0.266 0.135 -0.140 0.132
H 1.485392 -1.412122 -1.025168 -0.229 -0.140 0.120 0.111
H 1.128133 0.522410 0.066569 0.421 0.349 -0.327 0.104
C -0.916008 1.458800 0.852334 -0.457 -0.030 -0.168 -0.115
C -2.114563 -1.339955 -1.618161 0.078 0.216 -0.187 -0.097
C -1.134641 -0.504726 -0.794326 -0.289 0.470 -0.415 -0.308
C -1.779948 0.774304 -0.223372 0.748 -0.388 0.540 -0.241
H -0.699755 0.794285 1.692542 0.202 -0.099 -0.097 0.078
H -1.425652 2.317340 1.288349 -0.056 0.037 -0.085 0.084
H -0.005020 1.877150 0.409076 0.114 0.007 0.090 0.062
H -1.700086 -2.313214 -1.878820 -0.078 -0.087 0.172 0.073
H -2.369925 -0.866680 -2.567270 -0.018 0.181 0.101 0.083
H -3.035755 -1.454947 -1.048936 -0.028 -0.266 -0.056 0.080
H -0.315986 -0.172820 -1.452347 0.170 -0.225 0.083 0.095
H -0.742711 -1.148336 -0.000918 0.062 0.173 0.181 0.099
H -1.912517 1.495411 -1.027089 -0.426 -0.095 -0.100 0.118
H -2.732108 0.485255 0.218541 -0.173 0.261 -0.101 0.114
```
Forces are in eV/Å.

ΔE to the lowest compared entry with this formula, charge and spin in kcal per mole: 29.03
M in g mol⁻¹: 102.201
Charge: +1
HOMO-LUMO gap in hartree: 0.363
Spin multiplicity: 1


(3)
The following is a DFT calculation (ωB97M-V/def2-TZVPD) of a cluster of 2 separate species, C5H9NO in total.

XYZ file:
```
16
Properties=species:S:1:pos:R:3:forces:R:3:lowdin_charge:R:1
C -0.017601 -1.586480 0.695016 -0.589 -0.903 0.747 -0.021
C -1.064041 0.573175 -1.712624 0.045 -0.346 0.045 -0.075
C -1.186868 0.655392 -0.218174 0.627 0.852 0.235 -0.364
C 1.614666 0.044284 0.524480 0.876 0.701 -0.414 -0.196
C 2.664817 0.486961 1.178363 -0.045 -0.267 0.174 0.005
O 1.155495 -1.172189 0.318437 0.157 0.166 -0.144 -0.061
N -2.219759 0.510246 0.493958 -0.035 -0.547 0.222 0.077
H -3.012421 0.127038 -0.029091 0.001 0.452 -0.214 0.050
H -0.489449 -1.200352 1.588279 0.111 0.237 -0.170 0.088
H -0.364046 -2.485141 0.218059 0.080 -0.098 -0.125 0.085
H -0.223344 0.973508 0.300655 -1.034 -0.170 -0.477 0.086
H -1.227664 1.560579 -2.153262 -0.055 -0.046 0.080 0.080
H -1.790183 -0.131458 -2.121809 -0.022 0.090 -0.080 0.075
H -0.056128 0.265354 -1.998919 -0.048 -0.053 0.027 0.066
H 3.009561 1.498631 1.019636 -0.186 0.071 0.142 0.047
H 3.206968 -0.119548 1.896998 0.117 -0.139 -0.049 0.058
```
Forces are in eV/Å.

ΔE to the lowest compared entry with this formula, charge and spin in kcal per mole: 149.20
M in g mol⁻¹: 99.133
Charge: 0
HOMO-LUMO gap (spin up / spin down) in hartree: 0.289 / 0.320
Spin multiplicity: 1


(4)
The following is a DFT calculation (ωB97M-V/def2-TZVPD) of a structure of composition C6H8NP3.

XYZ file:
```
18
Properties=species:S:1:pos:R:3:forces:R:3:lowdin_charge:R:1
C -1.509512 1.418309 -0.857991 -0.992 2.780 -3.642 -0.055
C -1.053517 0.544388 0.049843 0.589 -1.453 1.032 -0.115
C -1.801489 2.127836 -1.829738 0.357 -1.349 2.536 -0.063
C -0.587794 -0.346333 0.733519 -2.399 1.677 -0.243 -0.307
C -2.138816 2.988888 -2.959287 0.148 -0.680 -1.620 -0.119
C 1.542658 -1.376264 0.912463 0.356 -2.744 3.813 -1.017
N -0.258591 -1.117218 3.301590 0.386 -0.956 -0.366 -0.249
P -0.084948 -1.608795 1.777549 1.413 1.181 0.143 0.649
P 1.760104 -1.772240 -0.788280 -1.589 -0.060 -0.587 0.728
P 2.662836 -1.890627 2.337657 -2.200 0.883 -0.314 0.714
H -1.483707 2.572729 -3.852947 -1.437 1.204 1.535 0.120
H -1.914084 4.056197 -2.750608 0.091 -0.724 -0.211 0.079
H -3.241831 2.931566 -3.238588 1.435 -0.105 0.320 0.093
H 0.180091 -1.701066 4.041550 -0.382 0.380 -0.831 -0.023
H 1.569174 -3.171232 -0.614155 0.314 -0.031 -0.170 -0.100
H 0.303404 -1.562445 -0.844885 1.044 -0.261 -1.109 -0.088
H 3.782594 -1.499658 1.749169 2.249 0.685 -0.854 -0.175
H 2.273428 -0.594038 2.833137 0.616 -0.426 0.569 -0.073
```
Forces are in eV/Å.

ΔE to the lowest compared entry with this formula, charge and spin in kcal per mole: 30.53
M in g mol⁻¹: 187.059
Charge: 0
HOMO-LUMO gap (spin up / spin down) in hartree: 0.243 / 0.260
Spin multiplicity: 1


(5)
The following is a DFT calculation (ωB97M-V/def2-TZVPD) of a cluster of 2 separate species, H8SSi3 in total.

XYZ file:
```
12
Properties=species:S:1:pos:R:3:forces:R:3:lowdin_charge:R:1
Si -3.474041 1.901826 -1.319281 1.341 -0.312 3.251 0.555
Si 3.075018 -1.420109 1.698476 -1.101 0.249 -0.827 0.252
Si 0.800174 -0.849811 -0.902309 -2.113 2.960 1.287 0.377
S 1.339207 -0.201840 1.165778 0.150 -0.624 -1.193 -0.008
H -2.100433 1.666218 -0.486983 -1.813 -0.062 -0.653 -0.098
H -2.911014 2.786904 -2.247331 -0.055 1.614 -1.055 -0.176
H -4.639046 2.232777 -0.349052 0.958 0.125 -0.923 -0.106
H 2.559265 -2.700483 2.172102 0.069 -0.467 -0.164 -0.112
H 3.557341 -0.774257 2.896067 0.706 0.368 0.283 -0.124
H 3.947706 -1.524904 0.480407 -0.051 0.010 0.658 -0.088
H 1.675828 -1.889519 -1.030118 2.327 -2.489 -0.053 -0.299
H -3.830007 0.773198 -2.077755 -0.418 -1.372 -0.611 -0.172
```
Forces are in eV/Å.

ΔE to the lowest compared entry with this formula, charge and spin in kcal per mole: 36.86
M in g mol⁻¹: 124.389
Charge: 0
HOMO-LUMO gap in hartree: 0.294
Spin multiplicity: 1


(6)
The following is a DFT calculation (ωB97M-V/def2-TZVPD) of a cluster of 2 separate species, C4H6N2 in total.

XYZ file:
```
12
Properties=species:S:1:pos:R:3:forces:R:3:lowdin_charge:R:1
N -2.705750 -0.496634 -1.378676 0.657 0.596 0.726 0.227
C -1.974439 0.026452 -0.639063 -0.825 -0.365 -0.843 -0.325
C -1.129734 0.925326 0.273334 0.121 -0.020 0.031 -0.192
C -1.059700 -0.429710 0.793007 0.100 0.080 0.321 0.028
C 1.949466 -0.665295 -0.510860 -0.064 0.199 0.054 -0.154
N 2.182142 0.379600 0.168278 0.031 -0.402 -0.080 0.011
H -0.290504 1.264525 -0.342023 -0.062 -0.126 0.123 0.088
H -1.677876 1.748733 0.750032 -0.065 -0.215 -0.176 0.112
H -1.832323 -0.541640 1.574073 0.050 0.008 -0.157 0.041
H 1.345706 -0.580498 -1.417747 0.096 -0.014 0.078 0.058
H 2.296079 -1.674551 -0.259780 -0.030 0.182 0.040 0.068
H 2.731588 0.145645 0.998644 -0.008 0.077 -0.115 0.040
```
Forces are in eV/Å.

ΔE to the lowest compared entry with this formula, charge and spin in kcal per mole: 135.96
M in g mol⁻¹: 82.106
Charge: 0
HOMO-LUMO gap in hartree: 0.305
Spin multiplicity: 1